This record from OMol25 describes C27H17CoN6O8S as an isolated structure. The level of theory is ωB97M-V with the def2-TZVPD basis set.

Calculated values
Total energy   -102062.360 eV
LUMO (spin up / spin down)   2.686 / 2.686 eV
Kohn-Sham gap (spin up / spin down)   6.3112 / 6.3136 eV
Strongest force on any atom   0.6 eV/Å

```
! RIJCOSX wB97M-V def2-TZVPD def2/J DEFGRID3
* xyz -2 1
Co 0.877 0.418 0.699
S 2.564 1.497 -0.225
C 1.674 1.968 -1.624
N 2.219 2.344 -2.725
N 1.392 2.470 -3.816
C 0.512 1.510 -4.313
C -0.202 1.828 -5.473
C -1.083 0.916 -6.032
C -1.274 -0.329 -5.450
C -0.553 -0.651 -4.306
C 0.336 0.246 -3.739
N 0.258 1.993 -1.558
N -0.260 1.474 -0.566
C -1.692 1.685 -0.516
C -2.373 2.207 -1.617
C -3.740 2.393 -1.543
C -4.432 2.074 -0.379
C -3.748 1.571 0.713
C -2.375 1.375 0.647
H 1.782 3.090 -4.502
H -0.070 2.805 -5.926
H -1.631 1.190 -6.926
H -1.975 -1.036 -5.875
H -0.678 -1.616 -3.831
H 0.880 -0.052 -2.853
H -1.829 2.440 -2.520
H -4.271 2.783 -2.402
H -5.504 2.222 -0.328
H -4.273 1.325 1.626
H -1.836 1.011 1.502
O 6.348 -1.700 4.168
C 5.409 -1.053 4.669
O 5.258 -0.586 5.811
C 4.230 -0.792 3.700
C 4.075 -1.555 2.548
C 3.043 -1.284 1.671
N 2.189 -0.287 1.905
C 2.317 0.463 3.010
C 3.310 0.225 3.936
C 1.303 1.580 3.110
O 1.189 2.248 4.118
O 0.573 1.703 2.040
H 4.791 -2.337 2.341
H 2.882 -1.839 0.757
H 3.374 0.825 4.832
O -3.116 -4.203 4.015
C -2.802 -4.245 2.811
O -3.098 -5.059 1.919
C -1.901 -3.073 2.341
C -1.670 -1.978 3.167
C -0.925 -0.910 2.707
N -0.394 -0.901 1.480
C -0.564 -1.972 0.692
C -1.317 -3.062 1.080
C 0.162 -1.885 -0.630
O -0.019 -2.700 -1.513
O 0.985 -0.881 -0.694
H -2.093 -1.983 4.162
H -0.769 -0.021 3.304
H -1.466 -3.891 0.403
*
```

Mulliken atomic charge list, values in e, 2 entries:
1. Co -0.249
2. S -0.522